C24H29N3O3 in the gas phase, computed with the ωB97M-V functional and the def2-TZVPD basis.

As for the HOMO energy: -8.35 eV. The HOMO-LUMO gap is 9.1 eV. As for the SMILES: O=C1NCCN(Cc2cccc(Oc3ccccc3)c2)[C@@H]1CC(=O)N1CCCCC1. The energy relative to the best compared isomer or geometry (same formula, charge and spin) is 48.2 kcal per mole. For the calculated total energy, the calculation gives -1321.967935 hartree.

CARTESIAN COORDINATES (ANGSTROEM)
O: -0.252 0.666 1.743
O: 3.235 0.046 2.146
O: -3.044 -1.032 -3.024
N: 2.540 2.177 2.203
N: 0.524 -1.425 1.816
N: 1.372 -1.312 -0.721
C: 2.369 0.873 0.099
C: 1.108 -0.033 -0.108
C: 1.200 -2.587 1.290
C: -4.222 -1.732 0.891
C: -0.265 0.455 -4.824
C: -3.271 -0.758 0.635
C: 1.892 3.374 1.717
C: 0.593 3.631 2.484
C: 0.623 -0.770 -2.958
C: 0.875 3.732 3.979
C: -1.552 0.107 -4.460
C: -4.768 -2.452 -0.159
C: -3.384 -1.255 -1.711
C: 2.735 1.004 1.570
C: -0.666 -1.145 -2.609
C: 2.856 2.260 3.618
C: -1.756 -0.686 -3.334
C: -2.857 -0.512 -0.660
C: -4.351 -2.221 -1.457
C: 2.134 -2.173 0.157
C: 1.583 2.460 4.435
C: 0.398 -0.229 1.229
C: 1.773 -1.252 -2.110
C: 0.820 0.037 -4.069
H: 3.220 0.382 -0.379
H: -2.405 0.441 -5.029
H: 3.360 1.334 3.899
H: 2.584 4.214 1.870
H: 1.768 -3.063 2.094
H: 0.052 -1.527 2.704
H: 1.820 0.336 -4.348
H: -0.084 2.796 2.298
H: -0.811 -1.784 -1.751
H: 3.015 -1.675 0.586
H: 0.451 -3.298 0.914
H: -2.841 -0.180 1.439
H: 3.539 3.104 3.773
H: -2.128 0.261 -0.854
H: 1.673 3.301 0.655
H: 2.035 -2.269 -2.421
H: -5.518 -3.204 0.033
H: -4.765 -2.776 -2.284
H: 2.460 -3.060 -0.389
H: -4.544 -1.923 1.904
H: 2.220 1.831 -0.388
H: 0.410 0.507 -0.756
H: 1.834 2.512 5.495
H: 1.511 4.599 4.180
H: 0.133 4.548 2.115
H: 0.923 1.606 4.273
H: 2.657 -0.616 -2.288
H: -0.106 1.073 -5.695
H: -0.058 3.863 4.528

Löwdin atomic charge list, values in e, 8 entries: 0.045, 0.039, 0.040, -0.041, 0.109, -0.142, -0.004, -0.184